Entry 1:
DFT (the ωB97M-V functional and the def2-TZVPD basis) results for a cluster of 2 separate species, C21H19BF3NO in total.

Summary:
Molar mass   369.19 Da
ΔE to the lowest compared entry with this formula, charge and spin   17.7 kcal/mol
HOMO   -6.36 eV
Orbital gap   4.009 eV
Lowest unoccupied orbital energy   -2.3 eV
DFT total energy   -1266.1706 hartree
Maximum force   2.9 eV/Å

Each line ends with the Mulliken charge.
Cartesian coordinates (Å):
C1 -3.7991 1.3486 1.0166  -1.164
C2 -2.6403 0.4821 1.1012  0.353
C3 -2.5193 -0.8913 1.0690  -0.533
C4 -1.1189 -1.1720 1.1475  -0.440
C5 -0.4714 0.0449 1.2647  0.233
B1 1.0719 0.5771 1.1937  0.374
F1 1.8105 -0.6137 1.1726  -0.408
F2 1.1198 1.2953 -0.0034  -0.358
F3 1.3133 1.3601 2.3303  -0.324
O1 -1.4122 1.0401 1.2243  -0.398
H1 -4.6966 0.7304 0.9980  0.307
H2 -3.8527 2.0149 1.8829  0.272
H3 -3.7919 1.9578 0.1055  0.268
H4 -3.3294 -1.6039 0.9842  0.394
H5 -0.6708 -2.1610 1.1303  0.472
C6 2.0595 3.3694 6.9634  -0.870
N1 2.6556 2.2033 6.3407  0.152
C7 2.0046 1.3221 5.5411  -1.002
C8 2.8858 0.2794 5.1513  1.288
C9 2.5018 -0.7810 4.3376  -0.714
C10 3.3810 -1.7794 3.8050  0.712
C11 4.6610 -1.4481 3.2897  -0.809
C12 5.4932 -2.4306 2.7576  -0.742
C13 5.0815 -3.7693 2.7347  -0.364
C14 3.8145 -4.1141 3.2306  -0.596
C15 2.9741 -3.1370 3.7465  -0.363
C16 4.1742 0.5896 5.8064  0.647
C17 5.4054 -0.0352 5.9540  -0.013
C18 6.4250 0.6010 6.6909  -0.854
C19 6.2067 1.8214 7.3444  -0.657
C20 4.9510 2.4386 7.2669  -0.945
C21 3.9839 1.8065 6.5031  0.395
H6 2.8373 3.8949 7.5218  0.255
H7 1.6390 4.0405 6.2040  0.345
H8 1.2520 3.0860 7.6530  0.343
H9 0.9635 1.4623 5.2731  0.506
H10 1.4352 -0.8757 4.1343  0.306
H11 4.9770 -0.4060 3.3151  0.755
H12 6.4768 -2.1469 2.3796  0.407
H13 5.7412 -4.5369 2.3273  0.386
H14 3.4840 -5.1546 3.2122  0.388
H15 1.9903 -3.3893 4.1505  0.411
H16 5.5718 -1.0109 5.5110  0.563
H17 7.4106 0.1393 6.7568  0.389
H18 7.0028 2.3009 7.9149  0.391
H19 4.7126 3.3764 7.7615  0.241

Entry 2:
DFT (the ωB97M-V functional and the def2-TZVPD basis) results for a cluster of 3 separate species, C35H31IN3O4 in total.

Summary:
Molar mass   684.55 Da
HOMO   -11.46 eV
Orbital gap   8.264 eV
Lowest unoccupied orbital energy   -3.2 eV
DFT total energy   -2115.0624 hartree
Maximum force   4.1 eV/Å
Total charge   +1

Each line ends with the Mulliken charge.
Cartesian coordinates (Å):
C1 4.6337 -0.5519 -0.9809  -0.930
C2 3.3896 -1.3096 -1.6483  -0.289
I1 2.0187 -2.1424 -0.1651  0.044
C3 2.6915 -0.4915 -2.7968  -1.130
C4 1.6141 0.5642 -2.3407  -0.006
C5 2.0310 1.4313 -1.0965  -0.316
C6 0.7722 2.3719 -0.8422  -0.731
N1 -0.2763 1.4824 -0.2593  -0.335
C7 -0.4261 0.2962 -1.0285  0.175
N2 -1.3572 -0.5555 -0.6101  -0.127
N3 0.2580 -0.0454 -2.2111  -0.155
H1 4.3434 -0.2146 0.0480  0.185
H2 5.4894 -1.2738 -0.8754  0.319
H3 4.9909 0.2820 -1.6362  0.307
H4 3.8510 -2.2094 -2.1446  0.533
H5 3.5037 0.0344 -3.3748  0.471
H6 2.1944 -1.1763 -3.5455  0.359
H7 1.5367 1.3097 -3.1887  0.127
H8 2.9205 2.0302 -1.4152  0.432
H9 2.3057 0.8272 -0.1985  -0.041
H10 1.0150 3.2624 -0.2225  0.415
H11 0.4041 2.6382 -1.8737  0.363
H12 0.1064 1.1787 0.6486  0.299
H13 -1.4191 -1.4642 -1.0624  0.295
H14 -2.0507 -0.2897 0.0882  0.297
H15 0.2553 -1.0558 -2.3586  0.371
C8 -2.0277 0.6755 -5.3367  -0.683
C9 -2.0109 0.6799 -3.9425  0.275
C10 -3.2054 0.6285 -3.2355  -0.359
C11 -4.4188 0.5836 -3.9159  -0.204
C12 -4.4357 0.6033 -5.3093  0.003
C13 -3.2361 0.6380 -6.0191  -0.794
C14 -5.7240 0.6056 -6.0465  0.689
O1 -5.7380 0.6189 -7.2614  -0.647
C15 -6.9886 0.5998 -5.2741  0.156
C16 -8.2060 0.6593 -5.9485  -0.524
C17 -9.3968 0.6411 -5.2343  -0.505
C18 -9.3771 0.5542 -3.8447  -0.500
C19 -8.1667 0.5002 -3.1675  -0.541
C20 -6.9692 0.5325 -3.8793  0.192
C21 -5.6837 0.5100 -3.1457  0.531
O2 -5.6600 0.4374 -1.9291  -0.687
H16 -1.0963 0.7067 -5.8907  0.437
H17 -1.0612 0.7211 -3.4041  0.474
H18 -3.1921 0.6276 -2.1536  0.531
H19 -3.2449 0.6402 -7.1024  0.491
H20 -8.2275 0.7238 -7.0296  0.477
H21 -10.3424 0.6926 -5.7607  0.406
H22 -10.3072 0.5329 -3.2894  0.403
H23 -8.1564 0.4374 -2.0862  0.454
C22 1.0128 -1.4991 3.6866  -0.317
C23 0.4017 -1.7825 4.9057  -0.601
C24 1.1079 -1.6244 6.0902  -0.662
C25 2.4326 -1.1931 6.0590  0.362
C26 3.0507 -0.9324 4.8367  -0.194
C27 2.3345 -1.0755 3.6515  0.029
C28 4.4742 -0.5193 4.7828  0.454
O3 5.0095 -0.2882 3.7127  -0.720
C29 5.2319 -0.4018 6.0499  0.176
C30 6.5849 -0.0705 6.0140  -0.524
C31 7.3003 0.0549 7.1972  -0.500
C32 6.6659 -0.1409 8.4212  -0.468
C33 5.3195 -0.4765 8.4622  -0.584
C34 4.6012 -0.6172 7.2769  0.160
C35 3.1735 -1.0101 7.3313  0.625
O4 2.6177 -1.1853 8.3979  -0.651
H24 0.4575 -1.6146 2.7613  0.268
H25 -0.6262 -2.1252 4.9317  0.401
H26 0.6282 -1.8410 7.0370  0.487
H27 2.8072 -0.8615 2.7000  0.505
H28 7.0828 0.0861 5.0648  0.460
H29 8.3535 0.3076 7.1668  0.403
H30 7.2238 -0.0357 9.3441  0.408
H31 4.8314 -0.6325 9.4166  0.473

Entry 3:
DFT (the ωB97M-V functional and the def2-TZVPD basis) results for the molecule C4H10O3.

Summary:
Molar mass   106.12 Da
ΔE to the lowest compared entry with this formula, charge and spin   33.9 kcal/mol
HOMO   -10.26 eV
Orbital gap   11.139 eV
Lowest unoccupied orbital energy   0.9 eV
DFT total energy   -384.0956 hartree
Maximum force   0.3 eV/Å

Each line ends with the Mulliken charge.
Cartesian coordinates (Å):
C1 -0.6800 2.0111 -1.3315  -0.690
O1 -0.5816 1.5433 -0.0053  -0.404
C2 0.4912 0.6375 0.1929  -0.647
C3 -0.0192 -0.5332 1.0361  0.252
O2 -1.3130 -0.8944 0.5888  -0.611
C4 0.8531 -1.7675 0.8308  -0.653
O3 0.7681 -2.2049 -0.5066  -0.520
H1 -1.5678 2.6446 -1.3860  0.248
H2 -0.7894 1.1749 -2.0365  0.321
H3 0.1999 2.5995 -1.6220  0.304
H4 0.8367 0.2393 -0.7694  0.420
H5 1.3297 1.1448 0.6895  0.311
H6 -0.0438 -0.2580 2.1023  0.310
H7 -1.7353 -0.0511 0.3555  0.370
H8 0.5292 -2.5548 1.5272  0.290
H9 1.9042 -1.5381 1.0384  0.352
H10 -0.1821 -2.1928 -0.7040  0.347

Entry 4:
DFT (the ωB97M-V functional and the def2-TZVPD basis) results for a structure of composition C6H12N2.

Summary:
Molar mass   112.18 Da
ΔE to the lowest compared entry with this formula, charge and spin   107.7 kcal/mol
HOMO   -7.82 eV
Orbital gap   8.693 eV
Lowest unoccupied orbital energy   0.9 eV
DFT total energy   -345.1562 hartree
Maximum force   5.2 eV/Å

Each line ends with the Mulliken charge.
Cartesian coordinates (Å):
C1 2.1654 0.4840 -0.6533  -0.917
C2 1.2560 -1.0744 1.0405  -0.930
C3 -2.4793 -1.1953 -1.0544  -0.773
N1 1.0564 0.0974 0.2042  0.119
C4 -0.2187 1.1841 0.5421  0.372
C5 -0.7316 0.1899 -0.3840  -0.088
C6 -0.5587 2.1418 1.3612  -0.858
N2 -1.8687 -0.3911 -0.0157  -0.533
H1 -0.4783 0.2885 -1.4561  0.348
H2 1.7979 0.9917 -1.5492  0.338
H3 2.8424 1.1662 -0.1301  0.300
H4 2.7573 -0.3711 -1.0044  0.303
H5 0.3092 -1.5968 1.1937  0.345
H6 1.9361 -1.8061 0.5874  0.317
H7 1.6750 -0.8049 2.0148  0.265
H8 -2.6234 -2.2406 -0.7370  0.261
H9 -1.9460 -1.3025 -2.0130  0.291
H10 -3.4825 -0.8600 -1.3336  0.261
H11 -1.6045 2.4219 1.4595  0.297
H12 0.1960 2.6774 1.9272  0.283

Entry 5:
DFT (the ωB97M-V functional and the def2-TZVPD basis) results for a cluster of 2 separate species, C11H17NOP in total.

Summary:
Molar mass   210.24 Da
ΔE to the lowest compared entry with this formula, charge and spin   104.2 kcal/mol
HOMO   -10.21 eV
Orbital gap   6.545 eV
Lowest unoccupied orbital energy   -3.7 eV
DFT total energy   -900.3026 hartree
Maximum force   4.6 eV/Å
Total charge   +1

Each line ends with the Mulliken charge.
Cartesian coordinates (Å):
C1 -5.1580 -0.1017 -0.1267  -0.487
C2 -4.5648 1.0439 -0.3863  -0.863
C3 -4.3783 -1.2499 0.3141  -0.671
C4 -3.0782 1.2852 -0.3365  -0.259
C5 -3.0499 -1.1530 0.3810  -0.772
C6 -2.3912 0.0706 0.1186  1.702
C7 5.0410 0.0531 0.2154  -0.521
C8 4.5817 -1.3407 -0.0869  -0.581
C9 3.4832 0.8533 0.3634  -0.721
C10 3.1186 -1.3366 -0.1158  -0.109
C11 -1.0248 0.1948 0.1376  -0.039
N1 2.6293 -0.1985 0.1353  0.307
O1 -0.2117 -0.8893 0.4595  -0.636
P1 -0.0450 1.6781 -0.4186  -0.137
H1 -6.1312 -0.2091 -0.3528  0.512
H2 -5.2805 1.9097 -0.4389  0.266
H3 -4.8758 -2.0654 0.6459  0.530
H4 -2.6324 1.6015 -1.3223  0.252
H5 -2.4984 -2.1680 0.3199  -0.005
H6 5.7270 0.1887 1.0471  0.376
H7 5.4322 0.5790 -0.7289  0.229
H8 4.8051 -1.9715 -0.9963  0.391
H9 4.8380 -1.9103 0.7613  0.275
H10 3.2365 1.4166 1.3014  0.367
H11 3.4983 1.5501 -0.4839  0.323
H12 2.6072 -2.2527 -0.3552  0.450
H13 -3.0186 2.0743 0.4812  0.250
H14 1.6157 -0.2266 0.1785  0.225
H15 -0.6861 -1.6776 0.5537  0.252
H16 -0.7639 1.7506 -1.6148  0.045
H17 -0.8249 2.5014 0.3499  0.050

Entry 6:
DFT (the ωB97M-V functional and the def2-TZVPD basis) results for a cluster of 2 separate species, C3H9OPS2 in total.

Summary:
Molar mass   156.21 Da
ΔE to the lowest compared entry with this formula, charge and spin   90.0 kcal/mol
HOMO (spin up / spin down)   -8.93 / -8.79 eV
Orbital gap (spin up / spin down)   7.606 / 7.497 eV
Lowest unoccupied orbital energy (spin up / spin down)   -1.3 / -1.3 eV
DFT total energy   -1332.6050 hartree
Maximum force   3.1 eV/Å

Each line ends with the Mulliken charge.
Cartesian coordinates (Å):
C1 -2.3844 -1.1553 0.0887  -1.021
C2 2.9578 0.3550 0.2317  -0.276
C3 -0.9874 -0.9902 -0.4911  -0.533
O1 2.1958 0.2508 -0.8671  -0.544
P1 -0.2047 0.6049 0.0017  0.692
S1 0.1354 0.9630 1.8759  -0.334
S2 -1.2085 2.0879 -1.0780  -0.275
H1 -2.8046 -2.1012 -0.2517  0.340
H2 -2.3535 -1.1626 1.1793  0.319
H3 -3.0446 -0.3491 -0.2324  0.304
H4 3.7671 1.0923 0.1017  0.238
H5 3.3716 -0.6148 0.5544  0.215
H6 2.3612 0.7347 1.1087  0.015
H7 -0.9933 -1.0143 -1.5812  0.374
H8 -0.3085 -1.7637 -0.1256  0.313
H9 -0.4994 3.0625 -0.5152  0.174

Entry 7:
DFT (the ωB97M-V functional and the def2-TZVPD basis) results for the ion C3H8NO2 with charge -1.

Summary:
Molar mass   90.10 Da
ΔE to the lowest compared entry with this formula, charge and spin   63.6 kcal/mol
HOMO   -2.60 eV
Orbital gap   6.505 eV
Lowest unoccupied orbital energy   3.9 eV
DFT total energy   -324.3141 hartree
Maximum force   1.5 eV/Å
Total charge   -1

Each line ends with the Mulliken charge.
Cartesian coordinates (Å):
N1 0.4320 0.9248 -1.1111  -0.720
C1 0.0024 0.4679 0.2402  0.467
C2 -1.5664 0.1769 0.2204  -0.469
O1 -2.1418 0.0729 1.3969  -0.846
C3 0.6565 -0.8079 0.5819  -0.803
O2 2.1077 -0.7256 0.6693  -0.544
H1 0.9332 0.2020 -1.6123  0.184
H2 -0.4087 1.1355 -1.6392  0.262
H3 0.3999 1.2056 0.9420  0.219
H4 -1.9102 1.0336 -0.4560  0.102
H5 -1.6273 -0.6977 -0.4850  0.190
H6 0.2920 -1.0717 1.5651  0.276
H7 0.4236 -1.5880 -0.1502  0.374
H8 2.4072 -0.3283 -0.1621  0.309